one.
The following is a quantum chemistry calculation of a structure of composition C35H31Br6KO3P, from OMol25.

Output
Gap between HOMO and LUMO = 5.1 eV
LUMO energy = 0.070 hartree

ORCA input file:
```
! wB97M-V def2-TZVPD RIJCOSX def2/J DEFGRID3
* xyz -1 1
K -0.2167 -0.1725 -0.2760
C 3.3865 -0.4594 -2.5449
C 3.1690 -1.9453 -2.2506
C 2.5660 -2.6232 -3.4771
C 2.3560 -2.1669 -0.9835
C 1.2457 -3.0081 -0.9341
C 0.5518 -3.2238 0.2519
C 0.9375 -2.6033 1.4343
C 0.1918 -2.8332 2.7217
C 2.0332 -1.7424 1.3849
C 2.7264 -1.5320 0.2039
H 4.0241 -0.3415 -3.4236
H 3.8632 0.0676 -1.7186
H 2.4357 0.0420 -2.7378
H 4.1479 -2.4064 -2.0657
H 1.5760 -2.2148 -3.7000
H 2.4683 -3.7045 -3.3568
H 3.1993 -2.4383 -4.3464
H 0.8955 -3.4943 -1.8348
H -0.3260 -3.8606 0.2443
H 0.6650 -3.6217 3.3121
H -0.8393 -3.1334 2.5309
H 0.1758 -1.9281 3.3299
H 2.3302 -1.1983 2.2741
H 3.5554 -0.8358 0.2063
Br 4.5836 4.8739 -3.0788
C 3.4828 3.9161 -1.8662
C 3.6430 4.0556 -0.5050
Br 4.9735 5.2096 0.2019
C 2.8093 3.3222 0.3633
Br 2.9694 3.4871 2.2525
C 1.8247 2.4319 -0.0768
O 1.0681 1.7600 0.7211
C 1.6589 2.2748 -1.5253
O 0.7743 1.4619 -1.9776
C 2.4929 3.0397 -2.3506
Br 2.2037 2.8232 -4.2237
Br -1.8729 0.7814 2.7526
C -1.6005 2.3857 1.6989
Br -2.6879 2.3806 0.1031
H -0.5459 2.3874 1.3926
H -1.9026 3.2287 2.3049
O -2.1329 -1.8186 -1.3715
P -2.6705 -1.5430 -2.7366
C -1.6610 -2.3354 -4.0119
C -1.3178 -1.7414 -5.2213
C -0.5401 -2.4352 -6.1406
C -0.1126 -3.7229 -5.8589
C -0.4560 -4.3234 -4.6533
C -1.2228 -3.6310 -3.7323
C -4.3218 -2.2544 -2.9412
C -5.0217 -2.6246 -1.7987
C -6.3041 -3.1462 -1.9091
C -6.8847 -3.2992 -3.1593
C -6.1850 -2.9354 -4.3039
C -4.9056 -2.4149 -4.1953
C -2.8191 0.1902 -3.1773
C -1.6464 0.9188 -3.3664
C -1.7004 2.2857 -3.5963
C -2.9297 2.9235 -3.6504
C -4.1053 2.2034 -3.4614
C -4.0546 0.8400 -3.2220
H -1.6389 -0.7312 -5.4403
H -0.2591 -1.9600 -7.0714
H 0.5007 -4.2570 -6.5735
H -0.1129 -5.3250 -4.4272
H -1.4770 -4.0818 -2.7799
H -4.5482 -2.4993 -0.8326
H -6.8489 -3.4315 -1.0184
H -7.8847 -3.7052 -3.2452
H -6.6376 -3.0593 -5.2794
H -4.3565 -2.1333 -5.0868
H -0.6650 0.4630 -3.3034
H -0.7680 2.8248 -3.6979
H -2.9761 3.9917 -3.8223
H -5.0625 2.7090 -3.4891
H -4.9710 0.2866 -3.0591
*
```

two.
The following is a quantum chemistry calculation of a structure of composition C35H31Br6KO3P, from OMol25.

Output
Gap between HOMO and LUMO = 5.2 eV
LUMO energy = 0.073 hartree

ORCA input file:
```
! wB97M-V def2-TZVPD RIJCOSX def2/J DEFGRID3
* xyz -1 1
K 0.9522 0.9736 -0.5774
C -1.1397 6.1444 -1.4298
C -0.8316 4.8862 -0.6135
C -1.6361 4.8822 0.6814
C -1.0191 3.6347 -1.4530
C -0.1818 3.4228 -2.5533
C -0.2647 2.2698 -3.3094
C -1.2107 1.2855 -3.0159
C -1.2091 -0.0055 -3.7816
C -2.0650 1.5095 -1.9464
C -1.9611 2.6579 -1.1665
H -1.0008 7.0427 -0.8256
H -2.1747 6.1265 -1.7789
H -0.4961 6.2198 -2.3060
H 0.2290 4.9142 -0.3379
H -2.7105 4.8421 0.4866
H -1.4416 5.7950 1.2464
H -1.3717 4.0305 1.3106
H 0.5970 4.1425 -2.7812
H 0.4609 2.0782 -4.0902
H -0.2602 -0.5215 -3.6037
H -1.2860 0.1719 -4.8557
H -2.0426 -0.6428 -3.4814
H -2.7954 0.7519 -1.6811
H -2.6158 2.7724 -0.3126
Br 7.0065 -3.0725 -1.5792
C 5.4024 -2.1200 -1.9337
C 4.7088 -2.3143 -3.1034
Br 5.3232 -3.5546 -4.4059
C 3.5298 -1.5826 -3.3253
Br 2.4554 -1.9105 -4.8675
C 2.9865 -0.6605 -2.4223
O 1.8546 -0.0980 -2.6210
C 3.7473 -0.4355 -1.1727
O 3.3072 0.3549 -0.2576
C 4.9093 -1.1876 -0.9990
Br 5.7693 -0.9590 0.6889
Br 2.4694 0.8003 3.5085
C 3.2137 1.9894 2.1938
Br 1.9381 3.3892 1.7119
H 3.4331 1.4066 1.2954
H 4.0599 2.4898 2.6429
O -0.5826 0.4743 1.5029
P -0.8230 -0.9936 1.5203
C -2.5635 -1.3239 1.1224
C -3.4159 -0.2286 1.0527
C -4.7637 -0.4081 0.7769
C -5.2664 -1.6851 0.5750
C -4.4195 -2.7841 0.6516
C -3.0732 -2.6039 0.9251
C -0.5592 -1.6402 3.1934
C -0.5332 -0.7164 4.2336
C -0.3776 -1.1489 5.5417
C -0.2494 -2.5029 5.8156
C -0.2704 -3.4272 4.7797
C -0.4232 -2.9968 3.4717
C 0.1534 -2.0267 0.4112
C 1.4560 -2.3727 0.7802
C 2.2663 -3.0721 -0.0974
C 1.7865 -3.4235 -1.3530
C 0.5012 -3.0655 -1.7336
C -0.3132 -2.3618 -0.8601
H -3.0024 0.7610 1.2033
H -5.4191 0.4513 0.7149
H -6.3171 -1.8251 0.3551
H -4.8048 -3.7828 0.4915
H -2.4154 -3.4638 0.9695
H -0.6061 0.3376 3.9985
H -0.3453 -0.4252 6.3461
H -0.1213 -2.8384 6.8368
H -0.1558 -4.4831 4.9880
H -0.4164 -3.7182 2.6629
H 1.8548 -2.0592 1.7389
H 3.2873 -3.3021 0.1777
H 2.4350 -3.9379 -2.0503
H 0.1526 -3.2879 -2.7333
H -1.2944 -2.0385 -1.1873
*
```

two is the most stable structure; the next one sits 0.0033 hartree above it.

one.
The following is a quantum chemistry calculation of the molecule C4H7FS, from OMol25.

Output
Structure (SMILES) = CSC/C=C\F
Gap between HOMO and LUMO = 9.5 eV
LUMO energy = 0.038 hartree

ORCA input file:
```
! wB97M-V def2-TZVPD RIJCOSX def2/J DEFGRID3
* xyz 0 1
C 0.7908 2.1310 0.8756
S -0.3912 1.2317 -0.1846
C -0.2620 -0.4237 0.3813
C -1.0964 -1.1837 -0.5671
C -0.3666 -1.9155 -1.3672
F 1.0543 -1.7855 -1.3792
H 0.5326 1.9679 1.9263
H 1.7676 1.6959 0.7380
H 0.7289 3.1323 0.4623
H -0.7355 -0.4078 1.3491
H 0.7599 -0.7075 0.4834
H -2.1760 -1.1790 -0.4667
H -0.6062 -2.5562 -2.2512
*
```

two.
The following is a quantum chemistry calculation of the molecule C4H7FS, from OMol25.

Output
Structure (SMILES) = FC/C=C/CS
Gap between HOMO and LUMO = 10.2 eV
LUMO energy = 0.036 hartree

ORCA input file:
```
! wB97M-V def2-TZVPD RIJCOSX def2/J DEFGRID3
* xyz 0 1
F -2.6102 1.6275 -0.2575
C -2.0243 0.4147 0.0376
C -0.5671 0.2713 -0.3820
C 0.3237 -0.2747 0.3967
C 1.8816 -0.2897 0.4329
S 2.4325 -0.8026 -1.1978
H -2.6191 -0.2989 -0.3905
H -1.9929 0.2296 1.1452
H -0.2879 0.7159 -1.3229
H -0.0801 -0.6861 1.3826
H 2.2219 0.7837 0.4774
H 2.1323 -0.8840 1.3460
H 1.1895 -0.8066 -1.6675
*
```

three.
The following is a quantum chemistry calculation of the molecule C4H7FS, from OMol25.

Output
Structure (SMILES) = C[C@H]1[C@H](F)[C@@H]1S
Gap between HOMO and LUMO = 9.8 eV
LUMO energy = 0.032 hartree

ORCA input file:
```
! wB97M-V def2-TZVPD RIJCOSX def2/J DEFGRID3
* xyz 0 1
C -2.2950 -0.9112 -0.0577
C -0.9816 -0.2303 -0.4344
C -0.5139 0.9217 0.3201
F 0.0927 2.0246 -0.1927
C 0.1605 -0.4055 0.5460
S 1.7604 -0.6710 -0.1734
H -3.1626 -0.4554 -0.4771
H -2.4748 -1.0345 1.0289
H -2.2893 -1.8524 -0.5254
H -0.6598 -0.2828 -1.4752
H -1.0249 1.1535 1.2573
H -0.1008 -0.9409 1.4723
H 2.4928 -0.3219 0.9832
*
```

four.
The following is a quantum chemistry calculation of the molecule C4H7FS, from OMol25.

Output
Structure (SMILES) = C[C@H](F)[C@H]1CS1
Gap between HOMO and LUMO = 9.9 eV
LUMO energy = 0.032 hartree

ORCA input file:
```
! wB97M-V def2-TZVPD RIJCOSX def2/J DEFGRID3
* xyz 0 1
C 1.3900 1.1565 -0.6199
C 1.2521 0.0702 0.4413
F 1.7719 -1.1150 -0.0650
C -0.2398 -0.3060 0.5989
C -1.1824 0.7399 0.8742
S -1.6367 -0.3261 -0.5837
H 1.6072 2.1029 -0.2032
H 2.1298 0.8776 -1.3798
H 0.4570 1.1340 -1.1808
H 1.7135 0.1850 1.4570
H -0.2961 -1.2679 1.1433
H -0.9514 1.7051 0.4463
H -1.7401 0.5516 1.8730
*
```

four is the most stable structure; the next one sits 0.0043 hartree above it.

one.
The following is a quantum chemistry calculation of the molecule C6H10, from OMol25.

Output
Structure (SMILES) = C[C@H]1C[C@H]2C[C@H]21
Gap between HOMO and LUMO = 10.6 eV
LUMO energy = 0.044 hartree

ORCA input file:
```
! wB97M-V def2-TZVPD RIJCOSX def2/J DEFGRID3
* xyz 0 1
C 1.7876 0.2516 0.9177
C 0.4148 -0.3723 0.6297
C -0.8831 0.4423 0.8273
C -1.4276 -0.2442 -0.4279
C -0.7508 0.2672 -1.6503
C -0.0438 -0.7742 -0.7819
H 1.8635 0.7281 1.9070
H 2.6024 -0.4788 0.8507
H 2.0033 1.0368 0.1796
H 0.1906 -1.3715 1.0536
H -1.4339 0.2778 1.7571
H -0.7484 1.5243 0.6947
H -2.3635 -0.7843 -0.4652
H -0.3498 1.2762 -1.7295
H -1.2244 -0.0789 -2.5781
H 0.3631 -1.7001 -1.1845
*
```

two.
The following is a quantum chemistry calculation of a structure of composition C6H10, from OMol25.

Output
Gap between HOMO and LUMO = 5.1 eV
LUMO energy = -0.073 hartree

ORCA input file:
```
! wB97M-V def2-TZVPD RIJCOSX def2/J DEFGRID3
* xyz 0 1
C -1.0182 0.7172 0.6641
C -1.9354 -0.3838 0.2329
C 3.6639 0.1698 0.1891
C 2.2944 0.0643 -0.2273
C 1.1849 -0.5049 0.3465
C -0.2402 -0.3491 -0.2409
H -1.3222 1.8065 0.2797
H -5.9535 -0.6067 -1.6006
H -0.6954 0.9002 1.7023
H -5.1923 -0.6256 -1.4189
H -0.2130 -0.0970 -1.2830
H 4.2430 0.7549 -0.5011
H 4.2828 -0.5847 0.7030
H 2.0345 0.5949 -1.1704
H 1.2802 -1.0754 1.2524
H -2.4135 -0.7808 1.0723
*
```

three.
The following is a quantum chemistry calculation of the molecule C6H10, from OMol25.

Output
Structure (SMILES) = C/C=C/C=C/C
Gap between HOMO and LUMO = 9.5 eV
LUMO energy = 0.040 hartree

ORCA input file:
```
! wB97M-V def2-TZVPD RIJCOSX def2/J DEFGRID3
* xyz 0 1
C -0.1337 2.9817 0.5087
C -0.2621 1.6933 -0.3394
C -0.6726 0.6178 0.2804
C -0.4274 -0.7774 0.0707
C 0.6689 -1.4686 -0.1363
C 0.5875 -2.8476 -0.5419
H -0.9222 2.6709 1.3403
H -0.5802 3.8547 0.0751
H 0.8585 3.1044 0.9288
H -0.0090 1.6978 -1.3525
H -1.5145 0.8080 1.0628
H -1.3413 -1.3359 -0.0298
H 1.6359 -0.9874 -0.0100
H 1.6090 -3.3226 -0.3042
H -0.1043 -3.4509 0.1612
H 0.6075 -3.2384 -1.7138
*
```

four.
The following is a quantum chemistry calculation of the molecule C6H10, from OMol25.

Output
Structure (SMILES) = C=CCC(=C)C
Gap between HOMO and LUMO = 9.9 eV
LUMO energy = 0.042 hartree

ORCA input file:
```
! wB97M-V def2-TZVPD RIJCOSX def2/J DEFGRID3
* xyz 0 1
C 1.2543 -0.6235 -1.6942
C 1.2770 0.5162 -1.0142
C 0.9139 0.5652 0.4585
C -0.5720 0.2243 0.5683
C -1.3732 0.6855 -0.3869
C -1.0481 -0.7340 1.6235
H 1.0611 -1.5618 -1.1782
H 1.3290 -0.6707 -2.7750
H 1.3845 1.4609 -1.5423
H 1.1535 1.5414 0.8999
H 1.5095 -0.1726 1.0090
H -0.9992 1.4210 -1.0872
H -2.3646 0.3028 -0.5898
H -0.7611 -0.4049 2.6295
H -2.1392 -0.8140 1.5996
H -0.6253 -1.7359 1.4797
*
```

four is the most stable structure; the next one sits 0.0157 hartree above it.